Entry 1:
Formula: LiN3O9
Source: the OMol25 dataset
Level of theory: the ωB97M-V functional and the def2-TZVPD basis

Structure (XYZ):
```
13
Properties=species:S:1:pos:R:3:forces:R:3:nbo_charge:R:1
N 0.922 -0.294 2.541 0.1 0.1 0.5 0.702
O -0.897 -1.642 -1.126 0.9 0.3 0.0 -0.636
O 1.128 2.950 -1.347 -0.2 0.6 -0.2 -0.495
O 0.369 -1.301 3.018 0.0 -0.2 -0.1 -0.549
Li 0.936 -0.612 -0.433 -0.8 0.6 0.0 0.927
O 0.030 1.371 -0.308 -0.4 1.0 0.3 -0.512
O 2.029 -0.416 1.928 -0.2 -0.2 -0.6 -0.634
N 0.888 1.784 -1.101 0.4 -2.4 0.4 0.721
O -2.340 -0.375 -2.150 0.3 0.3 -0.3 -0.512
O -2.999 -1.862 -0.745 0.0 0.1 0.0 -0.553
O 0.432 0.826 2.694 0.0 0.2 0.1 -0.504
O 1.579 0.835 -1.630 0.6 0.4 -0.5 -0.677
N -2.078 -1.263 -1.342 -0.7 -0.8 0.4 0.723
```
Forces are in eV/Å.

**Max |F|**: 0.047 Eh/bohr
**LUMO level**: 5.3 eV
**Net charge**: -2
**E_tot**: -848.76412 a.u.
**Energy above the lowest of the compared OMol25 structures with the same formula, charge and spin**: 0.201 eV

Entry 2:
Formula: C38H82N4O5
Source: the OMol25 dataset
Level of theory: the ωB97M-V functional and the def2-TZVPD basis

Structure (XYZ):
```
129
Properties=species:S:1:pos:R:3:forces:R:3:lowdin_charge:R:1
C -2.225 3.319 -4.842 -0.4 -1.5 1.3 -0.110
C -2.474 2.572 -1.968 0.0 0.4 0.8 -0.436
H -3.426 0.710 -1.312 0.5 0.1 0.1 0.103
C 2.693 -1.190 -4.626 0.8 0.6 -1.3 -0.491
H -1.638 0.826 -1.030 0.9 -0.2 1.7 0.050
O 2.953 1.059 -0.010 -0.8 -1.0 0.8 -0.071
C 0.829 1.773 0.833 0.8 -0.3 0.7 -0.071
H -0.666 2.118 6.601 -0.1 -0.9 -0.3 0.107
C -1.564 1.559 4.691 1.0 -0.4 0.7 -0.443
H 0.749 0.845 -2.596 -0.8 0.5 -0.1 0.072
C -2.443 1.076 -1.652 -1.0 0.8 -0.2 -0.019
H -3.009 3.231 2.962 0.4 0.5 0.1 0.108
H 0.067 0.650 5.925 1.4 -0.1 -0.6 0.048
N 2.711 -2.324 -3.714 -6.5 5.7 2.0 -0.223
H -3.521 1.959 5.657 -0.1 -0.6 0.6 0.118
H 1.227 -0.603 3.214 0.7 -0.6 -1.0 0.128
H -0.259 3.218 4.433 0.7 0.3 0.5 0.085
H -1.063 4.127 -2.574 -0.5 0.1 -0.2 0.123
C -4.631 4.049 -4.788 -0.5 0.2 0.2 -0.022
C -0.415 2.266 3.955 -1.5 0.9 -1.2 -0.028
H -4.402 3.451 4.058 0.0 -0.1 -0.4 0.121
C 2.438 -4.753 1.631 0.3 1.2 -0.9 -0.019
H 3.852 -2.792 -0.962 1.0 -1.3 -0.2 0.072
H 1.829 0.911 -4.830 -0.1 -1.8 0.1 0.143
H 0.849 -3.830 -2.744 0.4 0.0 -0.1 0.091
O 3.479 -3.291 -3.941 4.2 -5.0 -1.5 0.039
H -1.159 1.526 -4.160 0.1 -0.7 -0.1 0.084
O -1.043 -0.581 3.885 2.7 -3.0 -2.9 0.010
H -2.256 3.090 -5.916 0.1 0.0 0.3 0.119
C 4.209 -1.936 2.147 1.1 0.7 -0.9 -0.021
H -1.764 -0.054 1.268 0.8 -1.2 -0.4 0.060
C 1.125 -1.853 1.437 -1.8 -0.9 -1.2 -0.154
H -4.612 -1.119 2.535 -0.5 0.8 -0.7 0.078
C -3.582 2.783 3.766 -0.7 -0.3 -0.2 -0.174
H 4.390 -1.403 4.804 1.6 -1.7 0.6 0.054
H -0.704 2.550 2.933 0.1 -0.3 0.2 0.059
C 1.629 -0.104 -4.332 -0.4 0.7 0.7 -0.131
H -5.460 2.571 -3.029 0.5 -0.4 0.5 0.110
H -3.414 0.709 -4.275 -0.1 0.1 0.2 0.076
N -3.669 2.904 -2.784 10.1 3.0 -4.9 -0.239
H 4.090 -1.319 -1.914 2.1 1.1 -1.2 0.057
H 3.692 1.216 -0.564 1.0 0.5 -0.8 0.073
H 0.199 -1.356 0.990 1.3 -0.1 0.7 0.119
H 3.892 -0.037 4.149 -0.4 0.8 -0.8 0.090
H -2.880 4.479 -0.827 0.6 -1.8 0.3 0.125
C 1.591 -3.592 -1.970 -1.3 0.2 0.5 -0.017
C -2.816 2.456 5.019 1.3 -0.9 -1.5 -0.114
H 1.724 -2.140 0.570 0.1 0.2 0.1 0.070
H 4.491 -0.177 -3.819 0.2 -0.2 -0.3 0.073
C 2.085 2.152 0.052 -0.8 0.9 -0.5 -0.303
C -2.600 3.375 -0.656 -1.5 0.2 -0.3 -0.027
H -0.162 2.934 -4.594 -0.3 -0.5 0.6 0.123
H 4.077 0.304 -5.528 -0.1 -1.0 1.2 0.107
H -5.103 1.328 -4.520 -0.1 -0.3 0.6 0.077
H 0.327 0.828 0.570 0.3 0.5 -0.5 0.065
H -0.254 -2.895 2.745 0.9 0.0 0.2 0.124
H -3.320 0.769 0.936 0.7 -0.7 0.3 0.096
C -3.605 -0.965 2.886 0.3 -1.9 0.7 -0.033
C 3.022 -1.790 3.089 0.3 -1.3 1.1 -0.422
H 2.314 -0.915 -6.725 -0.2 0.1 0.2 0.089
H 1.361 -2.197 -6.036 -1.0 -0.7 0.2 0.073
H 1.813 2.566 -0.950 0.2 -0.6 0.3 0.104
H 2.798 -1.014 5.070 -1.4 0.2 1.2 0.062
C 0.960 -5.107 3.515 -0.6 1.1 1.0 -0.032
C -4.079 1.457 3.256 -0.8 -1.2 0.5 -0.132
H -4.137 5.009 -4.826 0.7 0.2 0.3 0.058
H -1.986 1.607 1.538 0.5 0.6 0.1 0.052
H 2.367 -0.255 1.962 1.4 3.1 -1.9 0.042
C -2.977 0.419 2.973 -0.9 -1.6 0.2 -0.530
H 5.172 -2.046 2.675 -0.4 -0.3 0.0 0.088
C -1.088 2.592 -4.072 0.0 1.4 -1.7 -0.194
N 2.453 -3.132 3.540 -1.4 3.2 -4.6 -0.167
H 3.097 -2.370 -6.385 -0.2 -0.5 0.2 0.082
C -1.144 3.036 -2.633 -1.0 0.6 -1.1 -0.133
H -3.401 2.839 -0.141 -0.4 0.7 0.3 0.065
C -4.039 1.500 -4.678 -0.5 0.8 -0.9 -0.020
H 2.567 2.988 0.574 0.0 0.0 0.1 0.115
H 0.967 -1.009 -1.156 0.0 -0.2 0.5 0.092
H 1.144 1.614 1.881 -0.3 0.2 -0.5 0.061
H -1.937 4.360 -4.714 -0.7 0.3 -0.1 0.106
C -3.644 2.927 -4.227 0.9 0.8 -1.4 -0.445
H 2.202 -4.466 -1.810 0.7 -0.1 -0.3 0.071
H -4.684 1.452 2.362 0.1 0.6 -0.7 0.114
H 4.371 -1.034 1.494 -0.4 -0.6 0.7 0.096
H 0.072 -3.812 1.387 -0.1 0.1 -1.1 0.114
H 0.457 1.627 3.906 0.2 0.1 0.1 0.066
H 0.137 2.609 0.794 -0.2 0.0 0.0 0.059
H 4.228 -3.233 -3.336 0.8 0.0 0.0 0.114
C 1.910 -1.026 2.405 -2.2 -1.6 3.1 -0.144
N -1.973 0.335 3.995 -3.9 4.3 3.6 -0.157
H 3.460 -4.983 1.852 0.6 -0.3 0.8 0.080
H 0.615 -0.508 -4.595 0.9 0.5 -0.4 0.128
C 3.541 -1.035 4.337 -0.9 0.3 -1.5 -0.018
O 2.763 -3.558 4.703 1.7 -1.9 4.9 -0.002
H 0.369 -5.761 2.939 -0.4 -0.8 -1.3 0.075
H -5.477 4.282 -4.090 0.4 -0.6 -0.8 0.085
C 0.588 -3.142 2.061 -1.3 0.1 0.3 -0.137
H -2.528 3.348 5.502 0.8 1.0 0.7 0.101
C -0.844 1.178 6.019 -2.0 0.5 1.0 -0.040
H 1.934 -5.650 1.393 -0.5 -1.1 -0.5 0.068
C 2.308 -1.731 -5.991 1.7 0.9 -1.3 -0.049
H -4.979 3.994 -5.858 0.1 -0.8 1.1 0.096
H -0.205 2.776 -2.190 0.1 -1.0 1.2 0.083
H 3.553 -4.107 4.627 0.4 -0.3 0.3 0.120
H 2.384 0.568 -2.372 0.6 -0.2 -0.1 0.093
H 3.200 -1.390 -0.531 -0.7 0.7 0.4 0.047
H 2.530 -4.158 0.718 -0.2 0.0 -0.1 0.053
H -0.508 -0.651 4.662 -0.1 0.0 1.0 0.082
C 3.435 -1.937 -1.420 -1.5 -0.1 1.3 -0.016
H -2.962 -1.658 2.282 -0.5 0.5 0.7 0.096
C -2.458 0.645 1.633 -0.7 2.5 -2.4 -0.065
H -1.418 0.450 6.611 -0.5 0.6 0.1 0.095
H -3.688 -1.350 3.904 0.3 -0.2 0.1 0.090
H 4.731 -1.251 -5.271 1.2 -1.1 0.0 0.051
H -2.163 0.551 -2.512 0.0 -0.9 -1.7 0.043
C 1.139 -1.223 -2.201 1.9 2.5 0.8 -0.113
O -4.816 2.809 -2.336 -9.0 -1.0 4.7 0.004
H 4.090 -2.767 1.469 0.0 -0.3 -0.2 0.048
C 2.261 -2.219 -2.325 -1.0 -2.1 -0.2 -0.459
H 0.271 -4.813 4.286 -0.5 1.2 0.2 0.085
H 1.591 -5.680 4.121 1.6 -1.1 0.4 0.064
C 1.512 0.138 -2.848 -0.4 -1.1 0.5 -0.167
H 0.968 -3.551 -1.047 0.5 0.4 -0.3 0.078
H -1.753 3.208 -0.011 0.6 0.4 0.0 0.046
C 4.113 -0.563 -4.773 -1.6 2.3 -0.7 -0.023
H -4.017 1.456 -5.747 0.4 -0.1 -0.9 0.071
H 0.234 -1.590 -2.568 -1.4 -0.6 -1.0 0.104
C 1.634 -4.009 2.701 0.5 0.1 0.7 -0.483
H -4.824 1.015 3.930 0.4 0.1 0.6 0.125
```
Forces are in eV/Å.

**SMILES**: CC1(C)CCCC(C)(C)N1O.CC1(C)CCCC(C)(C)N1O.CC1(C)CCCC(C)(C)N1O.CC1(C)CCCC(C)(C)N1O.CCO
**Max |F|**: 0.226 Eh/bohr
**LUMO level**: 0.5 eV
**Net charge**: 0
**E_tot**: -2091.85509 a.u.
**Energy above the lowest of the compared OMol25 structures with the same formula, charge and spin**: 5.695 eV

Entry 3:
Formula: C28H40N5O3SeSi2Sr
Source: the OMol25 dataset
Level of theory: the ωB97M-V functional and the def2-TZVPD basis

Structure (XYZ):
```
80
Properties=species:S:1:pos:R:3:forces:R:3:lowdin_charge:R:1
H 1.986 1.270 1.624 0.0 0.0 0.0 -0.058
C -1.416 -0.406 0.089 0.0 0.0 -0.1 -0.393
H -1.793 1.449 -4.506 0.0 0.0 0.0 0.022
Sr 1.677 0.119 -1.059 0.1 0.3 0.6 1.366
C -7.128 -0.378 2.157 0.0 0.0 0.0 -0.043
C 0.850 0.651 -5.818 0.0 0.2 0.1 -0.187
H 4.460 -2.865 -1.399 0.0 0.0 0.0 0.083
C -0.214 2.971 -0.300 0.0 -0.1 0.1 -0.140
H -2.694 -2.105 0.301 0.0 0.0 0.0 0.107
H -4.348 0.974 3.504 0.0 0.0 0.0 0.122
H 0.100 -1.550 -4.311 0.0 -0.1 0.0 0.035
H -7.385 -4.380 5.547 0.0 0.0 0.0 0.088
H -8.498 -3.178 4.856 0.0 0.0 0.0 0.091
C 5.067 1.195 2.541 0.0 0.0 0.1 -0.221
H 2.792 0.925 4.781 0.0 0.0 0.0 0.012
C -2.606 1.780 0.348 -0.1 0.0 0.0 -0.099
C -1.427 1.055 0.090 0.0 0.0 0.0 -0.155
H 5.408 -1.888 2.947 0.0 0.0 0.0 0.018
N -0.255 1.663 -0.216 -0.1 0.2 -0.3 0.026
H -4.719 -0.842 0.796 0.0 0.0 0.0 0.106
Se 6.208 -0.228 -0.710 0.0 0.0 -0.1 0.643
H -7.426 -4.120 3.789 0.0 0.0 0.0 0.093
C 4.427 -1.829 2.465 0.0 0.0 0.1 -0.211
C -5.348 -0.767 4.238 0.0 0.0 0.0 0.002
H 4.033 2.550 -2.614 0.0 0.0 0.0 0.078
H 3.782 -2.575 2.942 0.0 0.0 0.0 0.016
C 4.987 -2.757 -2.347 0.0 0.0 0.0 -0.053
H 6.046 -2.931 -2.161 0.0 0.0 0.0 0.075
C 0.475 -1.031 -3.424 -0.2 -0.6 0.1 -0.232
H 3.819 0.892 -4.950 0.0 0.0 0.0 0.120
C -2.522 3.189 0.267 0.0 0.0 0.0 -0.006
C -6.404 -1.663 4.055 0.0 0.1 0.0 -0.288
H 4.790 2.093 3.101 0.0 0.0 0.0 0.016
C -2.657 -1.024 0.342 0.0 0.0 0.1 -0.009
C -3.800 -0.297 0.634 0.0 0.0 0.0 -0.029
Si 3.686 -0.096 2.664 0.0 0.0 0.0 0.313
Si 0.581 0.794 -3.945 0.2 0.3 -0.4 0.149
H -0.034 0.245 -6.319 0.0 0.0 0.0 0.020
C 4.190 -1.101 -4.090 0.0 0.1 0.0 -0.066
H 5.993 0.809 2.979 0.0 0.0 0.0 0.019
H 1.691 -0.013 -6.037 0.0 0.0 0.0 0.008
C -7.298 -1.466 3.015 0.0 0.0 0.0 -0.030
H 3.735 -1.843 -4.722 0.0 0.0 0.0 0.119
C 5.028 2.139 -2.790 0.0 0.0 0.0 -0.031
H 4.083 -0.232 5.146 0.0 0.0 0.0 0.012
C 5.264 -0.297 -2.278 0.0 0.0 -0.1 -0.767
H 5.491 2.655 -3.631 0.0 0.0 0.0 0.093
C -5.179 0.291 3.374 0.0 0.0 0.0 -0.031
H -3.412 3.773 0.454 0.0 0.0 0.0 0.103
H 0.740 3.412 -0.571 0.0 0.0 0.0 0.114
C -7.508 -3.635 4.766 0.0 0.0 0.0 -0.101
C -3.817 1.092 0.675 0.0 0.0 0.0 -0.241
H 5.273 1.481 1.509 0.0 0.0 0.0 -0.038
H 2.456 -0.805 4.744 0.0 0.0 0.0 0.012
C 2.345 0.235 1.494 0.0 0.1 -0.2 -0.427
H 1.069 1.625 -6.266 0.0 0.0 0.0 0.022
H -4.665 -0.929 5.062 0.0 0.0 0.0 0.119
O -0.354 -1.045 -0.184 0.1 0.1 -0.2 -0.203
H 4.552 -2.099 1.416 0.0 0.0 0.0 -0.021
O -6.481 -2.687 4.957 0.0 0.0 0.0 -0.091
H -8.133 -2.134 2.859 0.0 0.0 0.0 0.096
N 4.905 0.727 -3.097 -0.2 -0.1 -0.2 -0.123
H 1.400 -1.561 -3.148 0.1 0.1 -0.2 0.002
N -4.944 1.925 0.828 0.1 0.0 0.0 0.047
O 1.735 1.592 -3.183 -0.1 -0.5 0.6 -0.515
C -6.062 0.484 2.308 0.1 0.1 0.0 -0.312
N -5.972 1.650 1.476 -0.1 -0.1 0.0 0.047
H -1.104 2.464 -3.239 0.0 0.0 0.0 0.024
H 4.607 -3.475 -3.070 0.0 0.0 0.0 0.088
H 5.651 2.239 -1.905 0.0 0.0 0.0 0.046
H -0.247 -1.238 -2.628 0.0 0.0 0.0 0.010
H -1.252 4.857 -0.145 0.0 0.0 0.0 0.099
C 3.210 -0.049 4.508 0.1 0.0 0.1 -0.221
H -1.679 0.846 -2.851 0.0 0.0 0.0 0.021
C -1.163 1.438 -3.612 0.0 0.2 -0.1 -0.157
H -7.832 -0.208 1.352 0.0 0.0 0.0 0.110
C -1.336 3.781 -0.062 0.0 0.0 0.0 -0.053
H 1.475 -0.414 1.685 0.0 0.0 0.0 -0.055
N 4.796 -1.424 -2.883 0.1 0.1 0.0 -0.143
C 4.247 0.238 -4.213 0.0 0.0 0.1 -0.068
```
Forces are in eV/Å.

**Max |F|**: 0.016 Eh/bohr
**LUMO level**: 2.3 eV
**Net charge**: -1
**E_tot**: -4601.75596 a.u.
**Energy above the lowest of the compared OMol25 structures with the same formula, charge and spin**: 0.543 eV

Entry 4:
Formula: C10H10AuCl2FeI2O6S
Source: the OMol25 dataset
Level of theory: the ωB97M-V functional and the def2-TZVPD basis

Structure (XYZ):
```
33
Properties=species:S:1:pos:R:3:forces:R:3:mulliken_spin:R:1
H 0.679 0.394 -4.393 -0.2 0.1 0.3 0.010
H 2.700 2.134 -1.805 0.0 0.1 -0.1 0.000
H 1.272 2.830 -2.622 0.3 -0.1 -0.1 0.004
O 1.701 -0.397 4.091 -0.3 1.3 -4.4 -0.013
C -2.661 -0.495 2.996 -0.2 -0.1 -0.2 0.017
C 1.949 1.969 -2.583 -0.1 0.3 0.4 0.007
C 0.145 0.429 -3.431 -0.5 0.0 0.4 0.003
Fe -0.767 -0.728 0.076 -1.5 2.3 1.7 3.856
O -1.506 -1.243 3.048 -0.4 -0.1 -1.8 0.221
Cl -4.447 1.052 4.278 0.6 -0.1 -0.1 0.014
O -3.392 -0.609 2.038 0.8 0.5 0.3 0.092
H 1.513 -1.437 -2.011 0.4 0.1 -0.1 0.006
O 4.438 -0.178 2.239 -4.9 1.1 -2.3 -0.001
C -1.557 -1.879 1.686 -1.6 -2.3 2.7 0.026
C 1.168 0.683 -2.324 1.1 -0.4 -1.7 0.057
H 2.736 -0.607 -3.013 -0.1 -0.1 0.3 0.001
H -0.379 -0.528 -3.297 0.2 0.1 -0.1 0.000
H 2.707 -0.359 -1.235 0.3 -0.1 -0.2 0.002
O -2.035 -2.961 1.570 1.3 1.8 -0.3 0.508
C -2.826 0.386 4.211 -0.6 0.2 0.7 0.031
C -0.594 -2.146 -1.028 0.0 -8.0 -7.3 -0.017
H -2.681 -0.252 5.085 0.1 0.2 0.1 -0.002
C 1.601 -0.083 2.990 -1.3 -1.7 6.7 0.245
S 0.245 1.051 -0.758 -0.1 0.9 1.0 0.154
C 2.090 -0.511 -2.130 -0.3 -0.1 0.1 -0.002
Cl -1.524 1.625 4.181 -0.3 -0.4 -0.2 0.014
C 3.414 0.052 1.750 8.1 -1.4 1.8 0.231
H -0.609 1.228 -3.460 0.3 -0.1 -0.3 0.007
H 2.472 1.889 -3.540 -0.1 -0.1 0.0 0.011
Au 1.598 0.339 1.049 -0.4 1.3 -1.5 0.462
I -3.437 -0.536 -1.466 -0.3 1.0 0.3 0.318
O -0.712 -2.972 -1.845 0.7 4.0 4.2 0.040
I -3.299 1.858 -0.347 -0.7 -0.5 -0.3 0.697
```
Forces are in eV/Å.

**Max |F|**: 0.210 Eh/bohr
**LUMO level (spin up / spin down)**: -15.9 / -18.1 eV
**Multiplicity**: 8
**Net charge**: +4
**<S²>**: 15.7906
**E_tot**: -4149.84774 a.u.

Entry 5:
Formula: C2H2F3NO2
Source: the OMol25 dataset
Level of theory: the ωB97M-V functional and the def2-TZVPD basis

Structure (XYZ):
```
10
Properties=species:S:1:pos:R:3:forces:R:3:nbo_charge:R:1
H 1.207 -1.185 -0.305 -0.6 1.6 -0.3 0.215
N 0.869 0.634 0.918 -0.9 -3.1 -1.9 0.531
C 0.352 -0.563 0.093 0.0 -0.3 -1.4 0.209
C -0.838 0.014 -0.795 -0.2 -0.1 2.3 0.534
F -0.281 -1.454 0.860 -0.7 -0.4 1.4 -0.317
O 0.074 1.261 1.495 -2.8 1.9 2.0 -0.353
H -1.668 0.170 0.016 1.1 -0.3 -1.8 0.162
F -0.567 1.180 -1.395 0.3 0.1 -0.1 -0.322
F -1.164 -0.884 -1.732 -0.2 -0.2 0.0 -0.317
O 2.016 0.826 0.843 4.0 0.7 -0.2 -0.343
```
Forces are in eV/Å.

**SMILES**: O=[N+]([O-])[C@@H](F)C(F)F
**Max |F|**: 0.079 Eh/bohr
**LUMO level**: 0.1 eV
**Net charge**: 0
**E_tot**: -582.11586 a.u.
**Energy above the lowest of the compared OMol25 structures with the same formula, charge and spin**: 4.269 eV

Entry 6:
Formula: C7H14N
Source: the OMol25 dataset
Level of theory: the ωB97M-V functional and the def2-TZVPD basis

Structure (XYZ):
```
22
Properties=species:S:1:pos:R:3:forces:R:3:nbo_charge:R:1
H -0.285 0.017 -2.568 1.4 0.3 -0.1 0.238
C 1.095 -0.139 0.089 1.5 -1.5 0.3 -0.484
N 1.930 0.027 2.602 -1.1 -0.2 0.3 -0.693
H 2.577 -1.434 1.238 -0.8 1.0 -0.3 0.233
H 1.847 -0.461 -0.657 -0.4 0.5 0.0 0.253
C -0.845 -0.139 -1.670 -1.8 0.1 -0.4 -0.505
H -1.522 -0.952 -2.076 0.5 0.7 0.9 0.237
H 2.549 0.740 2.261 0.6 0.7 -0.2 0.435
H -2.640 2.801 -2.010 -0.1 0.3 -0.8 0.215
H -1.809 1.851 -3.465 0.2 0.5 0.3 0.211
H -2.043 -1.517 -0.137 -1.1 -0.5 0.2 0.227
C -2.007 2.017 -2.405 -0.2 -0.8 1.0 -0.381
H 1.048 0.548 2.870 1.2 -0.9 0.3 0.456
H -2.159 1.279 -0.453 0.8 -0.2 -0.8 0.199
C -1.143 -1.297 0.364 3.1 0.0 0.4 -0.397
C 1.613 -0.862 1.383 0.7 -2.0 0.3 -0.227
H 1.093 0.942 0.071 0.3 0.5 0.4 0.247
H 0.945 -1.728 1.676 0.5 1.6 0.1 0.249
H -0.787 -1.786 1.278 -1.1 0.2 -0.1 0.177
H 2.462 -0.438 3.412 -1.5 0.6 -1.3 0.466
C -0.238 -0.604 -0.349 -2.4 -0.5 -0.6 0.035
C -1.681 1.136 -1.455 -0.3 -0.2 0.0 -0.192
```
Forces are in eV/Å.

**SMILES**: C=CCC(=C)CC[NH3+]
**Max |F|**: 0.060 Eh/bohr
**LUMO level**: -3.9 eV
**Net charge**: +1
**E_tot**: -329.53317 a.u.
**Energy above the lowest of the compared OMol25 structures with the same formula, charge and spin**: 2.023 eV